(1)
C46H71MoN4OSSi3 as an isolated structure at a distorted geometry, computed with wB97M-V/def2-TZVPD.

The geometry in XYZ format:
```
127
Properties=species:S:1:pos:R:3
Mo 0.2574 -0.3296 0.4002
O -0.0605 -1.7547 1.9009
N 0.6423 -2.9109 1.9314
C 0.6267 -3.6311 3.0850
C 1.3271 -4.7883 3.1908
C 2.1075 -5.2517 2.0796
C 2.0999 -4.4935 0.9193
C 1.3565 -3.3357 0.8124
S 1.4094 -2.2394 -0.5437
H 0.0307 -3.1954 3.8736
H 1.2932 -5.3341 4.1228
H 2.6817 -6.1631 2.1414
H 2.6736 -4.8002 0.0572
C -2.5085 0.3892 4.6458
C -1.4487 1.4222 4.2571
C -1.6598 2.7287 5.0242
C -0.0582 0.8535 4.4505
C 0.3142 0.5197 5.7482
C 1.5294 -0.0747 6.0242
C 2.3881 -0.3249 4.9666
C 2.0592 -0.0014 3.6573
C 3.1506 -0.1573 2.6190
C 4.0356 -1.3900 2.8090
C 4.0081 1.1114 2.6018
C 0.8033 0.5975 3.3640
N 0.4642 1.0163 2.0577
C 0.3439 2.4093 1.9751
C -0.0585 3.1527 0.9074
N -0.5679 2.7583 -0.2848
C -0.5086 3.6814 -1.3070
C -1.6716 4.0824 -2.0253
C -1.5582 4.9220 -3.1297
C -0.3525 5.4442 -3.5570
C 0.7762 5.1279 -2.8198
C 0.7254 4.2800 -1.7254
C 2.0431 3.9963 -1.0232
C 2.5464 5.2266 -0.2623
C 3.1244 3.4998 -1.9839
C -3.1232 3.8046 -1.6318
C -3.8556 2.9634 -2.6837
C -3.3564 3.1828 -0.2667
H -3.5103 0.7560 4.4121
H -2.4710 0.1735 5.7163
H -2.3514 -0.5450 4.1068
H -1.5709 1.6589 3.2013
H -1.5883 2.5759 6.1035
H -2.6485 3.1406 4.8091
H -0.9154 3.4694 4.7332
H -0.3736 0.7242 6.5609
H 1.8098 -0.3246 7.0411
H 3.3587 -0.7636 5.1656
H 2.6804 -0.2194 1.6364
H 4.7961 -1.2198 3.5775
H 4.5583 -1.6181 1.8781
H 3.4641 -2.2687 3.0942
H 4.4577 1.2760 3.5850
H 3.4013 1.9816 2.3505
H 4.8079 1.0273 1.8627
H 0.6756 2.9695 2.8488
H 0.0424 4.2304 1.0877
H -2.4669 5.2136 -3.6476
H -0.2961 6.0951 -4.4216
H 1.7329 5.5446 -3.1177
H 1.8722 3.2076 -0.2969
H 2.7047 6.0665 -0.9440
H 3.4947 5.0112 0.2371
H 1.8263 5.5413 0.4924
H 3.4158 4.2721 -2.6996
H 2.7806 2.6295 -2.5427
H 4.0174 3.2100 -1.4245
H -3.5998 4.7958 -1.6193
H -3.4381 1.9592 -2.7101
H -3.7709 3.3890 -3.6828
H -4.9179 2.8869 -2.4341
H -2.9431 2.1787 -0.2563
H -4.4329 3.1283 -0.0753
H -2.8796 3.7435 0.5373
C -0.4004 -4.8991 -4.7163
Si 0.8413 -3.7983 -3.7320
C 2.3050 -3.7164 -4.9771
C 1.5061 -5.0967 -2.4839
C -0.1774 -1.8490 -1.1963
Si -0.0867 -1.3766 -3.1455
C 1.5629 -0.5612 -3.6221
C -1.1842 0.1949 -2.7329
C -1.0316 -1.6513 -4.8330
Si -1.6985 -2.7473 -0.6813
C -1.6295 -4.3396 0.3288
C -2.8863 -3.1426 -2.0885
C -2.6228 -1.4425 0.3566
C -3.9497 -1.5516 0.7510
C -4.5620 -0.5206 1.4486
C -3.8309 0.6276 1.7053
C -2.5114 0.6843 1.2933
N -1.9125 -0.3301 0.6630
H 0.0634 -5.8476 -5.0066
H -0.7501 -4.4015 -5.6202
H -1.2844 -5.1329 -4.1198
H 2.6897 -4.7147 -5.2105
H 3.1262 -3.1181 -4.5800
H 1.9924 -3.2492 -5.9141
H 1.7106 -6.0543 -2.9741
H 0.8062 -5.2776 -1.6659
H 2.4376 -4.7418 -2.0400
H 1.8911 -0.9483 -4.5860
H 1.4438 0.5208 -3.7001
H 2.3567 -0.7572 -2.9028
H -0.8047 0.8094 -1.9025
H -2.1987 -0.1131 -2.4431
H -1.2846 0.8609 -3.5927
H -0.3558 -2.0759 -5.5777
H -1.4047 -0.6975 -5.2111
H -1.8771 -2.3345 -4.7596
H -0.7778 -4.9622 0.0564
H -2.5413 -4.9062 0.1290
H -1.5685 -4.1439 1.3977
H -2.5898 -4.0696 -2.5792
H -2.9145 -2.3577 -2.8381
H -3.8984 -3.2728 -1.7001
H -4.4973 -2.4508 0.4983
H -5.5926 -0.6039 1.7720
H -4.2631 1.4810 2.2087
H -1.9044 1.5696 1.4389
C 1.9406 0.7315 -0.4665
H 2.2794 1.5478 0.1705
H 1.4770 1.1764 -1.3580
H 2.8101 0.1590 -0.8037
```

Computed properties:
Multiplicity ... 4
Gap between HOMO and LUMO (spin up / spin down) ... 4.54 / 4.65 eV
Energy above the lowest of the compared OMol25 structures with the same formula, charge and spin ... 14.16 kcal/mol
<S²> ... 3.80
Total charge ... -2

***

(2)
A 7-piece molecular cluster, C46H73BF13I2N6O5S overall at a distorted geometry, computed with wB97M-V/def2-TZVPD.

The geometry in XYZ format:
```
147
Properties=species:S:1:pos:R:3
C 8.1355 -0.2125 1.9111
O 7.8189 -0.8045 0.6760
C 8.9637 -1.2214 -0.0620
C 8.5769 -1.5105 -1.5098
C 7.1848 -2.1398 -1.6527
C 7.0376 -3.5008 -0.9418
C 6.2742 -4.5609 -1.7503
C 5.4563 -5.5521 -0.9110
C 4.3820 -6.2519 -1.7568
C 3.0280 -5.5200 -1.7829
B 2.1710 -5.4572 -0.4039
C 1.9058 -6.9783 0.1400
O 0.8461 -4.7457 -0.6559
C 0.8144 -3.4931 -0.1071
C 1.3607 -2.3568 -1.0853
I 3.4897 -2.0137 -1.0487
C 0.8254 -2.4247 -2.5837
C 0.0384 -3.6371 -3.1139
I 2.2744 -2.0434 -4.1382
C -0.7645 -3.1590 0.1665
F -1.4955 -4.2520 0.0183
F -1.2117 -2.2811 -0.8014
C -1.3167 -2.4834 1.4956
F -1.9153 -3.4144 2.2504
F -0.3521 -1.8925 2.2351
C -2.3819 -1.3686 1.2811
F -2.9030 -1.0960 2.4874
F -3.3761 -1.8053 0.5041
C -1.8230 -0.0052 0.7113
F -2.5348 0.3935 -0.3231
F -0.5663 -0.1117 0.3259
F -1.8854 0.9367 1.6310
C 1.6845 -3.7874 1.2296
C 0.9060 -4.5208 2.3793
C 1.8463 -5.2752 3.3182
F 0.0433 -5.4442 1.7835
S 2.2865 -2.2252 2.2029
O 1.9697 -0.9974 1.5200
O 1.8544 -2.3826 3.5708
C 4.1917 -2.2527 2.4376
F 4.8385 -3.1879 1.7999
F 4.4235 -2.4220 3.7251
F 4.6657 -1.0789 2.1042
O 2.6977 -4.5546 0.7566
H 8.3564 0.8604 1.7934
H 8.9989 -0.6976 2.3930
H 7.2689 -0.3231 2.5715
H 9.7299 -0.4331 -0.0051
H 9.3783 -2.1285 0.4088
H 8.6349 -0.5907 -2.1056
H 9.3091 -2.2185 -1.9185
H 6.4416 -1.4321 -1.2623
H 6.9625 -2.2636 -2.7233
H 8.0471 -3.8879 -0.7255
H 6.5336 -3.3523 0.0171
H 5.6018 -4.0677 -2.4713
H 6.9917 -5.1353 -2.3581
H 4.9935 -5.0318 -0.0666
H 6.1344 -6.3083 -0.4838
H 4.2555 -7.2981 -1.4494
H 4.7729 -6.2895 -2.7895
H 3.1873 -4.5700 -2.3030
H 2.3621 -6.0969 -2.4518
H 2.5493 -7.2272 0.9973
H 0.8645 -7.0989 0.4636
H 2.1012 -7.7295 -0.6378
H 1.0383 -1.3990 -0.6811
H 0.2143 -1.5281 -2.7062
H -0.5885 -3.2887 -3.9457
H 0.7059 -4.4122 -3.4998
H -0.5848 -4.1101 -2.3669
H 0.2607 -3.8425 2.9337
H 2.8690 -4.9006 3.3049
H 1.8841 -6.3163 2.9754
H 1.4599 -5.2443 4.3408
C -5.0238 2.2537 1.5033
C -5.2759 2.7307 2.9266
C -6.6965 3.2714 3.1294
C -6.9798 4.4211 2.2696
N -7.2040 5.3188 1.5839
H -5.1200 3.0718 0.7871
H -4.0204 1.8460 1.4124
H -5.7334 1.4720 1.2217
H -4.5569 3.5072 3.1947
H -5.1276 1.9065 3.6262
H -6.8523 3.5816 4.1641
H -7.4327 2.4969 2.9029
C 2.4744 4.5280 -1.0259
C 1.5336 3.6567 -0.2041
C 1.7191 2.1590 -0.4755
C 1.4377 1.8280 -1.8721
N 1.2290 1.5987 -2.9814
H 2.2923 4.4018 -2.0940
H 2.3379 5.5827 -0.7843
H 3.5171 4.2702 -0.8299
H 0.4967 3.9305 -0.4111
H 1.7020 3.8271 0.8610
H 1.0429 1.5737 0.1466
H 2.7378 1.8456 -0.2393
C 14.2923 1.1929 0.3646
C 13.7478 1.9821 -0.8186
C 12.2661 1.6962 -1.0875
C 12.0217 0.2884 -1.3994
N 11.8188 -0.8179 -1.6438
H 14.2308 0.1193 0.1819
H 15.3374 1.4422 0.5481
H 13.7301 1.4118 1.2746
H 14.3224 1.7525 -1.7179
H 13.8562 3.0528 -0.6361
H 11.8980 2.2924 -1.9238
H 11.6642 1.9529 -0.2123
C -9.7334 7.5674 2.4157
C -10.1692 6.5145 3.4247
C -11.6335 6.0960 3.2440
C -12.5525 7.2221 3.4070
N -13.2563 8.1250 3.5357
H -10.3021 8.4905 2.5436
H -8.6762 7.8006 2.5345
H -9.8749 7.2103 1.3937
H -10.0166 6.8848 4.4409
H -9.5517 5.6223 3.3104
H -11.9145 5.3217 3.9593
H -11.7849 5.6839 2.2466
C -11.0974 5.8666 -2.1148
C -12.5996 5.8340 -2.3644
C -13.4144 6.0838 -1.0894
C -13.1540 5.0727 -0.0656
N -12.9487 4.2793 0.7435
H -10.7943 5.0807 -1.4215
H -10.5478 5.7191 -3.0439
H -10.7890 6.8249 -1.6922
H -12.8890 4.8710 -2.7892
H -12.8753 6.5988 -3.0923
H -14.4856 6.0802 -1.2962
H -13.1657 7.0589 -0.6635
C -5.9827 1.0626 -2.9298
C -5.3838 0.0713 -1.9408
C -4.4435 -0.9428 -2.6040
C -5.1348 -1.7507 -3.6091
N -5.6788 -2.3864 -4.4004
H -6.5925 0.5531 -3.6776
H -6.6163 1.7868 -2.4164
H -5.1992 1.6145 -3.4529
H -6.1803 -0.4689 -1.4242
H -4.8139 0.6043 -1.1794
H -4.0161 -1.6158 -1.8607
H -3.6133 -0.4287 -3.0940
```

Computed properties:
Gap between HOMO and LUMO ... 7.30 eV
Total charge ... -1

***

(3)
A 6-piece molecular cluster, C46H76FN6O20S2 overall at a distorted geometry, computed with wB97M-V/def2-TZVPD.

The geometry in XYZ format:
```
151
Properties=species:S:1:pos:R:3
C -0.2306 -5.8052 0.9672
C -0.9926 -5.2221 -0.1996
C -0.1113 -4.6668 -1.5084
N 1.0040 -3.6898 -1.0704
C 2.3750 -4.2784 -1.0779
C 2.9516 -4.1936 -2.6366
S 3.1040 -5.9106 -3.4369
C 1.6487 -6.2559 -4.5696
N 0.4663 -7.2263 -4.3822
N -0.2992 -7.1053 -5.5582
C 0.3399 -6.1033 -6.4975
O 1.5755 -5.5406 -5.8774
C 0.5995 -2.4203 -0.7976
N -0.8795 -2.0686 -0.9120
C -0.8975 -0.6039 -0.5749
C -2.3264 0.1735 -0.5712
C -2.6283 1.0849 -1.9087
C -4.1816 1.6665 -1.7117
C -5.1294 1.1873 -2.9696
C -6.6636 1.0757 -2.3944
C -7.3616 -0.2399 -3.0796
C -7.4187 -1.5727 -2.1262
C -6.1500 -1.7478 -1.1009
C -5.7510 -3.3643 -0.9555
C -6.9619 -4.2223 -0.2570
C -6.4028 -5.2355 0.9200
C -6.4716 -4.4085 2.3631
O -6.4876 -5.3362 3.5298
C -7.7934 -6.0217 3.6215
N 0.5333 -0.2323 -0.2959
C 0.6971 1.2279 0.0307
C 0.9968 1.5122 1.6515
O 1.0182 0.2856 2.4626
C -0.3115 -0.0699 2.9817
C -0.8552 0.8714 4.2096
N 1.4866 -1.2777 -0.3790
S 3.1725 -1.0939 -0.0456
O 4.1295 -1.5915 -1.1994
O 3.4447 -1.8803 1.2984
F 3.7220 0.5057 0.2876
H -0.6143 -5.7406 2.0904
H 0.8090 -6.2931 0.7075
H -2.1805 -5.1042 -0.1969
H -0.7828 -4.2430 -2.3679
H 0.3736 -5.6604 -1.9615
H 2.2500 -5.4527 -0.8874
H 3.1272 -3.9280 -0.2671
H 4.0139 -3.7102 -2.7177
H 2.1890 -3.5349 -3.2770
H -0.0127 -5.7324 -7.5527
H -3.1694 -0.6369 -0.3663
H -2.3236 0.9154 0.3503
H -2.5830 0.4996 -2.9211
H -1.8927 2.0159 -1.9494
H -4.6320 1.1692 -0.7251
H -4.1869 2.8227 -1.5118
H -4.7399 0.1053 -3.2761
H -5.0150 1.9689 -3.8344
H -7.2042 2.1034 -2.6699
H -6.7467 0.9754 -1.2293
H -6.7864 -0.4981 -4.0857
H -8.4856 0.0703 -3.3271
H -8.4430 -1.5380 -1.5316
H -7.4161 -2.5120 -2.8604
H -6.5057 -1.3631 -0.0321
H -5.1675 -1.1853 -1.4449
H -4.8172 -3.4271 -0.2446
H -5.4873 -3.7487 -2.0451
H -7.5534 -4.8342 -1.0822
H -7.7601 -3.5230 0.2628
H -5.3030 -5.5720 0.6815
H -7.1004 -6.1942 0.9157
H -7.3997 -3.6833 2.4184
H -5.5134 -3.7333 2.5027
H -8.0111 -6.3618 4.7327
H -8.6401 -5.3019 3.1932
H -7.7808 -6.9540 2.9010
H 1.6126 1.6176 -0.6296
H -0.2015 1.9211 -0.2461
H 0.1667 2.2820 2.0311
H 2.0148 2.1340 1.6959
H -1.1432 -0.0882 2.1568
H -0.2165 -1.1732 3.4272
H -1.9748 1.1787 3.9316
H -0.8769 0.3508 5.2607
H -0.2450 1.8812 4.2067
C 5.0962 3.6494 -1.0287
C 4.2276 3.7677 -2.2656
C 4.3449 5.0994 -2.9425
O 3.0748 5.2556 -3.5502
C 2.1933 4.5439 -2.7819
O 0.9826 4.6380 -2.8604
O 2.8530 3.7185 -1.9146
H 5.1130 2.6102 -0.6781
H 6.1257 3.9601 -1.2287
H 4.6948 4.2494 -0.2032
H 4.4352 2.9463 -2.9597
H 5.1367 5.1125 -3.6964
H 4.5015 5.9317 -2.2474
C 5.2648 -2.0776 3.8014
C 6.6265 -2.7245 3.9611
C 6.8085 -3.9352 3.0970
O 7.7251 -4.7174 3.8417
C 7.5308 -4.3866 5.1557
O 7.9705 -5.0217 6.0960
O 6.7757 -3.2528 5.2701
H 5.2469 -1.1063 4.3108
H 5.0167 -1.9166 2.7483
H 4.4795 -2.6863 4.2654
H 7.4216 -1.9902 3.7936
H 7.2228 -3.6858 2.1164
H 5.8898 -4.5160 2.9580
C -3.7764 8.4466 -1.5442
C -4.1937 7.0158 -1.8215
C -5.6667 6.8660 -2.0520
O -5.9211 5.5450 -1.6083
C -4.9756 5.2726 -0.6566
O -5.0240 4.3277 0.1087
O -3.9747 6.2034 -0.6783
H -2.6829 8.5304 -1.5620
H -4.1849 9.1365 -2.2883
H -4.0963 8.7666 -0.5452
H -3.6143 6.6022 -2.6539
H -5.9344 6.9764 -3.1064
H -6.2755 7.5552 -1.4562
C 10.6203 -1.5380 2.3166
C 9.6862 -0.4412 1.8451
C 10.2180 0.3205 0.6694
O 9.6325 1.5999 0.8332
C 9.4254 1.7563 2.1772
O 9.1585 2.8163 2.7120
O 9.5620 0.5668 2.8368
H 10.1133 -2.1744 3.0523
H 10.9505 -2.1698 1.4870
H 11.5000 -1.1204 2.8210
H 8.6899 -0.8478 1.6410
H 9.9147 -0.1228 -0.2830
H 11.3078 0.4342 0.6779
C 0.1118 6.5786 -0.1389
C -0.5812 6.4617 1.2044
C 0.0661 7.2867 2.2749
O -0.2292 6.5589 3.4537
C -0.3592 5.2505 3.0728
O -0.3791 4.3095 3.8441
O -0.4595 5.1424 1.7138
H -0.4973 6.1065 -0.9195
H 0.2759 7.6235 -0.4176
H 1.0744 6.0532 -0.1357
H -1.6466 6.6964 1.1077
H -0.3520 8.2955 2.3302
H 1.1549 7.3577 2.1747
```

Computed properties:
Gap between HOMO and LUMO ... 5.60 eV
Total charge ... +1